# C43H100F30N7O3P6

11 unconnected molecules or ions with the total composition C43H100F30N7O3P6 (ωB97M-V/def2-TZVPD, the OMol25 dataset).

The orbital gap is 9.34 eV. For the HOMO energy, the calculation gives -11.53 eV. The value obtained for the energy above the lowest of the compared OMol25 structures with the same formula, charge and spin is 35.08 kcal/mol. The calculation puts the energy at -200063.718 eV. As for the charge: +1.

Bonds (Å) are listed after each position.
Cartesian coordinates (Å):
1 C -3.88585 4.45867 -3.31494  C2 1.548, H9 1.090, H10 1.090, H11 1.090
2 C -3.12369 3.37411 -2.51563  C1 1.548, N3 1.470, H12 1.090, H13 1.090
3 N -3.31472 2.07039 -3.16745  C2 1.470, C4 1.436, C7 1.383
4 C -2.66813 1.60811 -4.36362  N3 1.436, C5 1.415, H14 1.080
5 C -3.34455 0.43305 -4.76781  C4 1.415, N6 1.394, H15 1.080
6 N -4.50734 0.29085 -4.01226  C5 1.394, C7 1.388, C8 1.425
7 C -4.47638 1.32453 -3.08613  N3 1.383, N6 1.388, H16 1.080
8 C -5.61072 -0.57701 -4.25854  N6 1.425, H17 1.090, H18 1.090, H19 1.090
9 H -3.39486 5.43103 -3.27558  C1 1.090
10 H -4.91478 4.64134 -3.00505  C1 1.090
11 H -3.98532 4.25591 -4.38128  C1 1.090
12 H -3.33813 3.27558 -1.45149  C2 1.090
13 H -2.06495 3.63325 -2.52024  C2 1.090
14 H -1.80720 2.07942 -4.81426  C4 1.080
15 H -3.06079 -0.19314 -5.60073  C5 1.080
16 H -5.09274 1.38147 -2.20112  C7 1.080
17 H -5.26676 -1.50044 -3.79264  C8 1.090
18 H -5.91030 -0.66673 -5.30271  C8 1.090
19 H -6.55120 -0.22719 -3.83282  C8 1.090
20 C 4.75824 -0.64619 -3.41729  C21 1.564, H28 1.090, H29 1.090, H30 1.090
21 C 5.47740 -2.01587 -3.18443  C20 1.564, N22 1.438, H31 1.090, H32 1.090
22 N 5.78182 -2.72435 -4.39817  C21 1.438, C23 1.393, C26 1.396
23 C 5.56553 -4.07827 -4.64406  N22 1.393, C24 1.373, H33 1.080
24 C 6.12844 -4.36735 -5.86281  C23 1.373, N25 1.394, H34 1.080
25 N 6.50742 -3.17453 -6.47749  C24 1.394, C26 1.352, C27 1.439
26 C 6.43447 -2.21898 -5.52417  N22 1.396, N25 1.352, H35 1.080
27 C 7.08295 -2.92658 -7.77337  N25 1.439, H36 1.090, H37 1.090, H38 1.090
28 H 4.22559 -0.76152 -4.36126  C20 1.090
29 H 5.48174 0.13250 -3.65874  C20 1.090
30 H 4.09956 -0.24722 -2.64589  C20 1.090
31 H 4.86436 -2.66190 -2.55599  C21 1.090
32 H 6.43638 -1.88975 -2.68188  C21 1.090
33 H 4.96959 -4.64235 -3.94187  C23 1.080
34 H 6.26068 -5.29349 -6.40240  C24 1.080
35 H 6.84164 -1.22295 -5.61657  C26 1.080
36 H 6.25671 -2.97278 -8.48279  C27 1.090
37 H 7.84236 -3.69554 -7.91516  C27 1.090
38 H 7.58950 -1.96154 -7.75865  C27 1.090
39 C -1.52219 2.25454 1.36653  C40 1.571, H56 1.090, H57 1.090, H58 1.090
40 C -0.30229 2.97959 2.04057  C39 1.571, C41 1.493, H59 1.090, H60 1.090
41 C -0.17912 4.46104 1.90459  C40 1.493, C42 1.577, H61 1.090, H62 1.090
42 C 1.04188 5.04010 2.71799  C41 1.577, P43 1.819, H63 1.090, H64 1.090
43 P 2.73704 4.95432 2.06438  C42 1.819, C44 1.833, C48 1.876, C52 1.856
44 C 2.93797 6.02588 0.59086  P43 1.833, C45 1.515, H65 1.090, H66 1.090
45 C 3.09383 7.50860 0.86165  C44 1.515, C46 1.574, H67 1.090, H68 1.090
46 C 2.93422 8.26871 -0.50719  C45 1.574, C47 1.545, H69 1.090, H70 1.090
47 C 2.76621 9.78244 -0.25003  C46 1.545, H71 1.090, H72 1.090, H73 1.090
48 C 3.37743 3.21133 1.80016  P43 1.876, C49 1.570, H74 1.090, H75 1.090
49 C 4.92335 2.95232 1.88470  C48 1.570, C50 1.518, H76 1.090, H77 1.090
50 C 5.33129 1.53563 1.52241  C49 1.518, C51 1.523, H78 1.090, H79 1.090
51 C 5.35661 1.20672 0.03568  C50 1.523, H80 1.090, H81 1.090, H82 1.090
52 C 3.90872 5.61679 3.34226  P43 1.856, C53 1.586, H83 1.090, H84 1.090
53 C 3.73298 4.73535 4.64857  C52 1.586, C54 1.613, H85 1.090, H86 1.090
54 C 4.95266 4.93313 5.68612  C53 1.613, C55 1.545, H87 1.090, H88 1.090
55 C 4.89624 6.38398 6.21440  C54 1.545, H89 1.090, H90 1.090, H91 1.090
56 H -1.35445 2.32789 0.29202  C39 1.090
57 H -2.54329 2.61995 1.47576  C39 1.090
58 H -1.56072 1.18924 1.59402  C39 1.090
59 H 0.65613 2.59545 1.69135  C40 1.090
60 H -0.39458 2.79221 3.11037  C40 1.090
61 H -1.16786 4.82186 2.18794  C41 1.090
62 H -0.04517 4.79843 0.87681  C41 1.090
63 H 1.05241 4.60856 3.71887  C42 1.090
64 H 0.85804 6.10139 2.88518  C42 1.090
65 H 2.08528 5.95721 -0.08464  C44 1.090
66 H 3.78989 5.60050 0.06040  C44 1.090
67 H 3.99006 7.70758 1.44925  C45 1.090
68 H 2.33944 7.95674 1.50831  C45 1.090
69 H 2.12238 7.85037 -1.10216  C46 1.090
70 H 3.81427 8.08679 -1.12405  C46 1.090
71 H 1.75784 10.07395 0.04376  C47 1.090
72 H 3.01243 10.40104 -1.11305  C47 1.090
73 H 3.52679 10.05553 0.48143  C47 1.090
74 H 2.93297 2.88246 0.86080  C48 1.090
75 H 2.97030 2.60518 2.60943  C48 1.090
76 H 5.20224 3.06459 2.93241  C49 1.090
77 H 5.41494 3.66710 1.22474  C49 1.090
78 H 4.73180 0.84621 2.11690  C50 1.090
79 H 6.32203 1.38619 1.95158  C50 1.090
80 H 4.49925 1.56609 -0.53342  C51 1.090
81 H 5.53877 0.13507 -0.04488  C51 1.090
82 H 6.14210 1.73868 -0.50111  C51 1.090
83 H 3.72076 6.67963 3.49432  C52 1.090
84 H 4.89609 5.44816 2.91243  C52 1.090
85 H 3.59951 3.68055 4.40838  C53 1.090
86 H 2.80184 5.13513 5.05011  C53 1.090
87 H 5.92907 4.63634 5.30317  C54 1.090
88 H 4.86970 4.24451 6.52696  C54 1.090
89 H 3.91859 6.57422 6.65724  C55 1.090
90 H 5.11268 7.08906 5.41183  C55 1.090
91 H 5.62396 6.58046 7.00174  C55 1.090
92 C -1.02364 -1.77972 4.76887  N93 1.530, H99 1.090, H100 1.090, H101 1.090
93 N -2.09260 -1.06541 5.59757  C92 1.530, C94 1.593, C95 1.545, C96 1.552
94 C -1.39769 -0.27388 6.79325  N93 1.593, H102 1.090, H103 1.090, H104 1.090
95 C -2.80407 -0.00382 4.73005  N93 1.545, H105 1.090, H106 1.090, H107 1.090
96 C -3.09084 -2.15439 6.07408  N93 1.552, C97 1.581, H108 1.090, H109 1.090
97 C -2.58208 -3.18350 7.16144  C96 1.581, O98 1.445, H110 1.090, H111 1.090
98 O -3.56400 -4.24299 7.17624  C97 1.445, H112 0.960
99 H -1.39756 -2.21125 3.84039  C92 1.090
100 H -0.41591 -2.52749 5.27837  C92 1.090
101 H -0.47114 -0.89360 4.45641  C92 1.090
102 H -0.80087 -1.07969 7.22054  C94 1.090
103 H -2.19380 0.05847 7.45946  C94 1.090
104 H -0.80133 0.50476 6.31766  C94 1.090
105 H -3.47946 0.49941 5.42194  C95 1.090
106 H -3.39418 -0.48352 3.94918  C95 1.090
107 H -2.04982 0.62183 4.25278  C95 1.090
108 H -3.34451 -2.72509 5.18074  C96 1.090
109 H -3.90127 -1.56986 6.50954  C96 1.090
110 H -2.33938 -2.74831 8.13087  C97 1.090
111 H -1.60591 -3.54096 6.83367  C97 1.090
112 H -4.22532 -3.83909 7.74291  O98 0.960
113 C 0.01074 -1.47538 1.26818  N114 1.580, H120 1.090, H121 1.090, H122 1.090
114 N 0.50933 -1.69476 -0.21448  C113 1.580, C115 1.543, C116 1.586, C117 1.533
115 C 1.98773 -1.25791 -0.28563  N114 1.543, H123 1.090, H124 1.090, H125 1.090
116 C 0.13874 -3.19002 -0.58969  N114 1.586, H126 1.090, H127 1.090, H128 1.090
117 C -0.27926 -0.68406 -1.05520  N114 1.533, C118 1.570, H129 1.090, H130 1.090
118 C -0.15381 -0.78760 -2.61714  C117 1.570, O119 1.429, H131 1.090, H132 1.090
119 O 1.15799 -0.56370 -3.13729  C118 1.429, H133 0.960
120 H -1.04007 -1.70990 1.43813  C113 1.090
121 H 0.20363 -0.43385 1.52529  C113 1.090
122 H 0.60573 -2.13255 1.90238  C113 1.090
123 H 2.47123 -1.81257 0.51854  C115 1.090
124 H 2.16530 -0.18868 -0.17027  C115 1.090
125 H 2.46151 -1.53417 -1.22760  C115 1.090
126 H 0.47553 -3.84916 0.21044  C116 1.090
127 H 0.52360 -3.36188 -1.59489  C116 1.090
128 H -0.95032 -3.23432 -0.59922  C116 1.090
129 H -0.27727 0.29357 -0.57318  C117 1.090
130 H -1.30462 -0.96872 -0.81919  C117 1.090
131 H -0.85517 -0.04082 -2.98932  C118 1.090
132 H -0.47914 -1.70259 -3.11218  C118 1.090
133 H 1.42613 0.33584 -2.93597  O119 0.960
134 C -4.31797 -3.77854 -0.47140  N135 1.516, H141 1.090, H142 1.090, H143 1.090
135 N -5.39027 -4.78072 -0.85191  C134 1.516, C136 1.584, C137 1.530, C138 1.589
136 C -4.81789 -6.25535 -0.94340  N135 1.584, H144 1.090, H145 1.090, H146 1.090
137 C -6.45198 -4.86483 0.24640  N135 1.530, H147 1.090, H148 1.090, H149 1.090
138 C -6.02834 -4.23567 -2.20153  N135 1.589, C139 1.512, H150 1.090, H151 1.090
139 C -7.38614 -4.79001 -2.57127  C138 1.512, O140 1.404, H152 1.090, H153 1.090
140 O -8.45090 -4.25212 -1.83117  C139 1.404, H154 0.960
141 H -3.84132 -4.05547 0.46893  C134 1.090
142 H -4.89358 -2.85296 -0.48021  C134 1.090
143 H -3.62738 -3.68052 -1.30900  C134 1.090
144 H -5.49877 -6.90864 -1.48903  C136 1.090
145 H -4.36299 -6.51347 0.01292  C136 1.090
146 H -3.97874 -6.24764 -1.63900  C136 1.090
147 H -5.99348 -5.03897 1.21982  C137 1.090
148 H -7.08924 -5.70654 -0.02474  C137 1.090
149 H -6.99155 -3.92034 0.17637  C137 1.090
150 H -5.28181 -4.54237 -2.93414  C138 1.090
151 H -5.95973 -3.14824 -2.17171  C138 1.090
152 H -7.51320 -5.86825 -2.47456  C139 1.090
153 H -7.51765 -4.52172 -3.61952  C139 1.090
154 H -9.26354 -4.50465 -2.27551  O140 0.960
155 P -1.79957 -5.22479 2.89241  F156 1.642, F157 1.639, F158 1.614, F159 1.673, F160 1.604, F161 1.658
156 F -1.51141 -5.69038 1.34446  P155 1.642
157 F -0.25207 -4.73479 3.11944  P155 1.639
158 F -2.20651 -3.76720 2.33211  P155 1.614
159 F -2.35007 -4.56041 4.32626  P155 1.673
160 F -3.23433 -5.90914 2.67450  P155 1.604
161 F -1.59101 -6.74417 3.52193  P155 1.658
162 P -4.62334 0.16863 0.74128  F163 1.637, F164 1.704, F165 1.670, F166 1.641, F167 1.606, F168 1.691
163 F -3.97637 0.74549 2.12992  P162 1.637
164 F -3.59845 -1.18400 0.89658  P162 1.704
165 F -5.68323 -0.84860 1.53575  P162 1.670
166 F -5.02550 -0.32418 -0.77109  P162 1.641
167 F -5.62057 1.42674 0.70442  P162 1.606
168 F -3.48684 1.05494 -0.14250  P162 1.691
169 P 3.42679 -5.34790 -0.61862  F170 1.689, F171 1.660, F172 1.614, F173 1.628, F174 1.625, F175 1.642
170 F 4.88577 -5.29222 -1.46748  P169 1.689
171 F 3.59496 -3.71043 -0.40607  P169 1.660
172 F 2.57936 -5.02750 -1.95412  P169 1.614
173 F 2.06042 -5.33166 0.26651  P169 1.628
174 F 3.20651 -6.93424 -0.89370  P169 1.625
175 F 4.30960 -5.71872 0.71545  P169 1.642
176 P -2.38860 -4.00702 -4.83276  F177 1.627, F178 1.664, F179 1.641, F180 1.613, F181 1.570, F182 1.665
177 F -1.56692 -5.10483 -5.70843  P176 1.627
178 F -3.23028 -5.27902 -4.16798  P176 1.664
179 F -1.25531 -4.11105 -3.65028  P176 1.641
180 F -3.26356 -2.89849 -4.05255  P176 1.613
181 F -1.64664 -2.93759 -5.71142  P176 1.570
182 F -3.70569 -4.05954 -5.84967  P176 1.665
183 P 1.16947 3.06781 -2.30241  F184 1.618, F185 1.634, F186 1.617, F187 1.637, F188 1.665, F189 1.632
184 F -0.18731 2.22915 -2.03187  P183 1.618
185 F 1.99050 1.73060 -1.84559  P183 1.634
186 F 1.21209 2.62490 -3.85654  P183 1.617
187 F 2.55380 3.91193 -2.52866  P183 1.637
188 F 0.22536 4.39349 -2.65202  P183 1.665
189 F 1.38418 3.41256 -0.72207  P183 1.632